The following is a DFT calculation (wB97M-V/def2-TZVPD) of C18H25BN2O4 in the gas phase at a distorted geometry.

Calculated values
Calculated total energy ... -30919.0114 eV
LUMO ... 0.536 eV
HOMO level ... -8.613 eV
SMILES ... C=CC(=O)N(CC(=O)N[C@@H](Cc1ccc(C)cc1C)B(O)O)C1CC1
Maximum force ... 0.0583 Eh/bohr
Multiplicity ... 1
Orbital gap ... 9.149 eV
ΔE to the lowest compared entry with this formula, charge and spin ... 55.6 kcal per mole

Geometry as XYZ:
```
50
Properties=species:S:1:pos:R:3:forces:R:3
C 2.462 1.074 3.911 0.80 -0.65 -1.25
C 1.753 0.253 3.124 -0.63 0.23 1.00
C 2.320 -0.104 1.808 0.92 1.08 -2.39
O 2.887 0.807 1.187 -0.05 -1.18 0.40
N 2.146 -1.348 1.215 0.48 2.17 1.30
C 1.384 -2.336 1.909 2.18 -0.90 1.85
C 0.105 -2.599 1.264 -0.26 0.28 -2.28
O -0.328 -3.732 1.133 -0.95 -0.41 0.24
N -0.363 -1.514 0.599 -1.20 0.63 0.16
C -1.728 -1.514 -0.035 0.70 -1.67 1.50
C -2.445 -0.199 0.218 -0.57 -0.12 1.32
C -1.619 0.981 -0.210 -1.27 -0.64 0.66
C -0.575 1.421 0.590 0.48 0.29 -1.52
C 0.256 2.416 0.084 -2.17 1.24 0.85
C -0.274 3.213 -0.944 1.99 -0.71 0.51
C 0.292 4.550 -1.161 -0.38 0.09 -1.39
C -1.354 2.815 -1.657 -0.18 -0.88 -0.28
C -2.030 1.672 -1.338 0.64 -0.22 0.91
C -3.268 1.346 -2.037 -0.59 0.66 -1.93
B -1.736 -2.192 -1.467 0.49 -0.52 -0.73
O -1.297 -3.502 -1.667 -0.61 1.76 -0.23
O -2.198 -1.424 -2.509 0.05 -0.15 0.85
C 2.706 -1.539 -0.110 1.05 0.80 -0.61
C 2.163 -2.635 -1.014 1.64 0.49 0.29
C 1.889 -1.169 -1.325 0.13 -0.12 -0.80
H 3.460 1.307 3.496 -0.56 0.05 0.48
H 2.228 1.515 4.863 -0.53 -0.15 0.08
H 0.714 -0.058 3.278 0.39 0.14 0.52
H 1.138 -2.041 2.957 0.64 -0.06 -0.71
H 2.062 -3.219 1.979 -1.15 0.06 0.00
H 0.041 -0.579 0.751 -0.06 -1.10 -0.20
H -2.155 -2.270 0.650 -0.76 0.07 -0.62
H -3.441 -0.199 -0.304 1.02 -0.15 0.86
H -2.597 -0.183 1.355 -0.08 0.28 -1.46
H -0.466 1.019 1.573 0.35 -0.23 0.50
H 0.945 2.908 0.732 0.92 -0.20 0.21
H -0.446 5.201 -0.759 -0.32 1.15 0.33
H 1.226 4.698 -0.719 1.37 0.20 1.10
H 0.448 4.798 -2.206 -0.28 0.00 -0.32
H -1.687 3.316 -2.517 -0.35 1.16 -0.91
H -4.119 1.821 -1.584 -0.49 0.11 0.47
H -3.452 0.313 -2.192 -0.18 -0.78 0.11
H -3.230 1.768 -3.051 0.01 0.02 0.13
H -0.935 -3.818 -0.838 0.14 -0.52 0.61
H -2.266 -1.863 -3.346 0.09 -0.53 -0.68
H 3.806 -1.226 -0.203 -1.84 -0.65 0.39
H 1.431 -3.221 -0.478 -0.29 -0.13 -0.78
H 2.909 -3.193 -1.606 -0.61 0.28 0.45
H 0.838 -0.930 -1.251 0.23 0.40 0.23
H 2.400 -0.607 -2.148 -0.36 -0.98 0.80
```
Forces are in eV/Å.